(1)
{
  "formula": "C3H9OS",
  "method": "ωB97M-V with the def2-TZVPD basis set",
  "symbols": ["C", "S", "H", "H", "H", "C", "O", "C", "H", "H", "H", "H", "H", "H"],
  "coordinates": [[0.030, -0.525, 2.759], [-0.421, -1.832, 1.437], [0.473, 0.284, 2.227], [-1.014, -0.267, 3.107], [0.625, -0.882, 3.608], [-0.189, 0.058, -1.980], [-1.547, 0.506, -1.964], [0.845, 0.636, -0.947], [-0.273, -1.039, -1.854], [0.268, 0.311, -2.937], [-2.018, 0.263, -1.169], [1.104, -0.019, -0.094], [1.753, 0.814, -1.504], [0.363, 1.693, -0.688]],
  "charge": -1,
  "e_homo_ha": -0.0855,
  "e_above_lowest_ev": 1.594,
  "orbital_gap_ev": 6.3
}

=====

(2)
{
  "formula": "C3H9PS3",
  "method": "ωB97M-V with the def2-TZVPD basis set",
  "symbols": ["C", "C", "S", "C", "S", "S", "H", "H", "H", "H", "H", "H", "P", "H", "H", "H"],
  "coordinates": [[-0.335, 0.869, 0.827], [-1.256, 0.356, -0.216], [-0.474, 0.449, -1.910], [-1.674, -1.019, -0.082], [-0.867, -2.359, 0.645], [-3.183, -1.389, -0.809], [-0.156, 1.941, 0.557], [-0.924, 0.900, 1.831], [0.559, 0.241, 0.925], [-2.138, 0.982, -0.204], [0.842, 0.320, -1.581], [-3.097, -2.621, -1.000], [3.538, 0.035, -0.077], [3.661, 1.423, 0.108], [2.178, 0.072, -0.344], [3.327, -0.199, 1.329]],
  "smiles": "C[C@@H](S)C(=S)S.P",
  "e_homo_ha": -0.3194,
  "e_above_lowest_ev": 3.400,
  "orbital_gap_ev": 8.0
}

=====

(3)
{
  "formula": "C3H9S",
  "method": "ωB97M-V with the def2-TZVPD basis set",
  "symbols": ["S", "H", "C", "C", "C", "H", "H", "H", "H", "H", "H", "H", "H"],
  "coordinates": [[0.738, 1.387, 2.966], [1.517, 2.147, 3.755], [-0.648, 0.880, -0.485], [0.281, -0.300, -0.266], [-0.138, -1.556, -1.027], [-1.680, 0.639, -0.249], [-0.332, 1.687, 0.178], [-0.575, 1.247, -1.514], [1.301, 0.015, -0.505], [0.326, -0.512, 0.802], [0.551, -2.384, -0.889], [-0.219, -1.372, -2.099], [-1.123, -1.879, -0.667]],
  "charge": -1,
  "e_homo_ha": -0.0912,
  "e_above_lowest_ev": 0.002,
  "orbital_gap_ev": 6.3
}

=====

(4)
{
  "formula": "C3HAuLiO4",
  "method": "ωB97M-V with the def2-TZVPD basis set",
  "symbols": ["O", "C", "O", "O", "Au", "C", "C", "O", "Li", "H"],
  "coordinates": [[1.927, 1.083, -0.001], [1.695, -0.093, -0.280], [0.436, -0.599, -0.117], [2.565, -0.999, -0.066], [0.344, 2.189, 0.125], [-0.523, 0.315, 0.035], [-1.811, -0.123, 0.045], [-2.937, -0.311, 0.052], [-5.073, -0.946, -0.098], [3.376, -0.516, 0.304]],
  "charge": 4,
  "multiplicity": 4,
  "e_homo_ha": [-1.0945, -1.1498],
  "s_squared": 3.766,
  "e_above_lowest_ev": 0.000,
  "orbital_gap_ev": [9.5, 6.1]
}

=====

(5)
{
  "formula": "C3HBr2ClF4",
  "method": "ωB97M-V with the def2-TZVPD basis set",
  "symbols": ["C", "C", "C", "F", "F", "F", "F", "Cl", "Br", "Br", "H"],
  "coordinates": [[-0.461, 0.579, -0.021], [2.360, -0.238, 1.319], [-1.846, 0.715, 0.540], [1.862, -0.964, 2.291], [-2.460, 1.778, 0.262], [-1.778, 0.564, 1.945], [-2.614, -0.364, 0.155], [0.505, 1.954, -0.133], [2.743, 1.450, 1.963], [3.639, -1.063, 0.320], [-0.146, -0.222, -0.790]],
  "e_homo_ha": [-0.3272, -0.3426],
  "e_above_lowest_ev": 2.463,
  "orbital_gap_ev": [7.8, 8.4]
}

=====

(6)
{
  "formula": "C3HBr2NO",
  "method": "ωB97M-V with the def2-TZVPD basis set",
  "symbols": ["C", "C", "C", "N", "O", "Br", "Br", "H"],
  "coordinates": [[0.775, 0.820, -1.017], [-0.226, -1.471, 0.529], [-0.093, 0.869, 0.080], [1.625, 0.652, -1.814], [-0.022, -1.775, 1.628], [-2.017, 1.169, -0.588], [0.326, 1.614, 1.699], [-0.367, -1.877, -0.516]],
  "e_homo_ha": [-0.3255, -0.3256],
  "e_above_lowest_ev": 2.083,
  "orbital_gap_ev": [8.0, 8.0]
}

=====

(7)
{
  "formula": "C3HBr2O2",
  "method": "ωB97M-V with the def2-TZVPD basis set",
  "symbols": ["C", "C", "C", "O", "O", "Br", "Br", "H"],
  "coordinates": [[0.471, -2.018, -0.727], [-0.467, 0.599, -0.173], [0.165, 1.610, 0.554], [0.476, 2.221, 1.507], [0.274, 1.727, -0.800], [1.771, -2.182, 0.578], [-2.457, 0.928, -0.340], [-0.234, -2.886, -0.599]],
  "charge": -1,
  "e_homo_ha": [-0.1309, -0.1291],
  "e_above_lowest_ev": 5.866,
  "orbital_gap_ev": [6.7, 6.6]
}

=====

(8)
{
  "formula": "C3HBrCl2",
  "method": "ωB97M-V with the def2-TZVPD basis set",
  "symbols": ["C", "C", "C", "Cl", "Cl", "Br", "H"],
  "coordinates": [[-0.813, 1.697, 0.801], [-1.062, 1.043, -0.154], [1.407, -1.225, -0.713], [-1.388, 0.266, -1.505], [0.993, -0.908, 0.815], [1.563, -3.110, -1.075], [-0.700, 2.236, 1.831]],
  "e_homo_ha": -0.3357,
  "e_above_lowest_ev": 3.583,
  "orbital_gap_ev": 8.2
}

=====

(9)
{
  "formula": "C3HBrClN",
  "method": "ωB97M-V with the def2-TZVPD basis set",
  "symbols": ["Cl", "C", "C", "Br", "C", "N", "H"],
  "coordinates": [[1.060, 1.904, -1.386], [0.123, 1.700, -0.072], [-0.387, 1.422, 0.986], [-1.522, 1.272, 2.371], [0.228, -2.113, -0.651], [0.828, -1.491, 0.089], [-0.329, -2.694, -1.338]],
  "smiles": "ClC#CBr.C#N",
  "e_homo_ha": -0.3458,
  "e_above_lowest_ev": 2.331,
  "orbital_gap_ev": 10.1
}

=====

(10)
{
  "formula": "C3HCdO2",
  "method": "ωB97M-V with the def2-TZVPD basis set",
  "symbols": ["C", "H", "C", "O", "C", "Cd", "O"],
  "coordinates": [[0.194, 2.430, 0.406], [-0.149, 3.443, 0.532], [0.643, 1.328, 0.199], [1.256, -0.530, -0.106], [0.567, -1.499, -0.298], [-1.975, -3.241, -0.448], [-0.536, -1.931, -0.286]],
  "charge": 2,
  "multiplicity": 2,
  "e_homo_ha": [-0.6540, -0.6408],
  "s_squared": 0.808,
  "e_above_lowest_ev": 1.586,
  "orbital_gap_ev": [3.5, 3.1]
}

=====

Number 1: calculated total energy -16139.4622 eV. Number 2: calculated total energy -45049.4078 eV. Number 3: calculated total energy -14093.1548 eV. Number 4: calculated total energy -15151.2082 eV. Number 5: calculated total energy -166600.6663 eV. Number 6: calculated total energy -146745.8494 eV. Number 7: calculated total energy -147302.4693 eV. Number 8: calculated total energy -98208.6282 eV. Number 9: calculated total energy -87178.6466 eV. Number 10: calculated total energy -11756.9122 eV.